Record 1
C24H27N3O3 in the gas phase at a distorted geometry. Source: the OMol25 dataset; level of theory: the ωB97M-V functional and the def2-TZVPD basis.

ORCA input file:
```
! RIJCOSX wB97M-V def2-TZVPD def2/J DEFGRID3
* xyz 0 1
O 4.729 0.629 2.569
O 6.344 -2.227 0.309
O -0.863 2.109 0.051
N 5.368 0.610 0.408
N -7.230 -0.902 -0.355
N -4.469 0.237 -1.096
C -6.218 -0.521 0.412
C -2.895 2.174 -1.170
C -1.751 1.283 -0.688
C 6.700 0.151 0.760
C -3.942 1.320 -1.899
C -7.710 -2.672 1.169
C -2.317 0.150 0.173
C 3.060 1.115 0.962
C -5.418 0.658 -0.075
C 1.003 0.537 -0.158
C -5.902 -1.178 1.598
C 7.053 -1.109 0.043
C 7.855 -2.745 -1.236
C -3.398 -0.608 -0.614
C 0.404 1.702 0.314
C 2.320 0.256 0.162
C 1.149 2.561 1.128
C -6.661 -2.272 1.980
C 5.154 0.912 -0.984
C 6.835 -3.207 -0.466
C -7.950 -1.945 0.012
C 2.452 2.264 1.458
C 7.996 -1.374 -0.908
C 4.447 0.768 1.393
H -8.764 -2.205 -0.653
H -3.342 2.670 -0.307
H -2.506 2.944 -1.836
H 5.090 0.000 -1.584
H 7.442 0.919 0.515
H 3.014 2.923 2.102
H -6.438 -2.801 2.896
H 6.687 -0.013 1.843
H -4.941 1.156 0.785
H -6.108 1.359 -0.549
H -3.481 0.871 -2.785
H -8.326 -3.518 1.428
H 4.238 1.484 -1.109
H 8.433 -3.300 -1.945
H 0.671 3.456 1.494
H 0.460 -0.161 -0.775
H -1.526 -0.538 0.476
H -1.237 0.865 -1.566
H -3.825 -1.400 0.003
H 2.768 -0.657 -0.204
H 8.704 -0.683 -1.317
H -2.936 -1.077 -1.490
H -5.083 -0.835 2.213
H 5.995 1.505 -1.355
H 6.382 -4.174 -0.380
H -4.772 1.946 -2.231
H -2.742 0.586 1.079
*
```

Summary:
HOMO ... -8.5 eV
Orbital gap ... 9.231 eV
Lowest unoccupied orbital energy ... 0.7246 eV
E_tot ... -35938.48783 eV
Structure (SMILES) ... CN(Cc1ccco1)C(=O)c1ccc(OC2CCN(Cc3ccccn3)CC2)cc1


Record 2
C24H27N3O4 in the gas phase. Source: the OMol25 dataset; level of theory: the ωB97M-V functional and the def2-TZVPD basis.

ORCA input file:
```
! RIJCOSX wB97M-V def2-TZVPD def2/J DEFGRID3
* xyz 0 1
O 1.936 3.255 0.777
O -4.709 -2.299 1.215
O -3.600 1.722 -2.214
O 3.554 1.507 -1.821
N 3.282 0.942 0.374
N -3.253 1.392 0.036
N -3.629 -1.631 -0.648
C -5.301 0.677 -0.812
C 1.269 -0.655 1.546
C -4.463 -1.441 0.393
C 0.253 2.291 -0.717
C -5.055 -0.033 0.514
C 2.483 -1.268 0.910
C -1.378 -2.509 -0.543
C 3.279 1.789 -0.677
C -0.233 2.852 1.565
C 2.642 -2.644 0.875
C -2.821 -2.827 -0.795
C -3.963 1.335 -1.127
C 0.671 2.802 0.506
C 3.757 -3.209 0.283
C 2.889 3.219 -0.262
C 5.721 -0.154 -0.762
C -1.525 2.399 1.408
C 3.470 -0.459 0.336
C -1.947 1.884 0.183
C -1.044 1.837 -0.873
C -0.398 -2.737 -1.396
C -4.001 0.876 1.168
C 4.622 -1.013 -0.226
C 4.738 -2.398 -0.254
H 6.618 -0.745 -0.932
H 5.416 0.304 -1.702
H -3.343 0.329 1.847
H 0.615 -1.434 1.928
H 1.545 -0.011 2.382
H 0.098 3.255 2.509
H 5.618 -2.840 -0.696
H -6.051 1.464 -0.701
H -1.353 1.449 -1.829
H 0.925 2.223 -1.557
H 1.881 -3.277 1.307
H -3.412 -0.874 -1.276
H 3.774 3.721 0.140
H -2.959 -3.243 -1.797
H 0.624 -2.486 -1.173
H -5.622 0.022 -1.620
H 2.549 3.767 -1.148
H -1.183 -2.042 0.413
H 0.715 -0.054 0.825
H -0.580 -3.198 -2.353
H -4.485 1.691 1.721
H 3.865 -4.283 0.251
H 5.953 0.651 -0.065
H 2.894 1.310 1.235
H -2.206 2.456 2.242
H -3.191 -3.540 -0.051
H -5.949 -0.115 1.134
*
```

Summary:
HOMO ... -8.4 eV
Orbital gap ... 9.012 eV
Lowest unoccupied orbital energy ... 0.5774 eV
E_tot ... -37987.83699 eV
Structure (SMILES) ... C=CCNC(=O)[C@@H]1CC(=O)N(c2ccc(OCC(=O)Nc3c(C)cccc3C)cc2)C1


Record 3
A molecular structure, C24H27N8OS2Tc. Source: the OMol25 dataset; level of theory: the ωB97M-V functional and the def2-TZVPD basis.

ORCA input file:
```
! RIJCOSX wB97M-V def2-TZVPD def2/J DEFGRID3
* xyz 3 2
Tc -0.010 -0.257 0.212
S -0.712 0.125 2.356
S -0.750 1.985 -0.404
O 0.023 -4.215 -0.331
N 0.562 -2.051 0.221
N 0.403 -0.320 -2.039
N 1.384 -0.171 3.965
N 2.071 -0.035 0.619
N -1.613 0.742 -2.711
N 0.768 2.009 3.621
N -1.883 -1.264 -0.087
N -2.952 2.267 -1.954
C 4.100 -1.221 1.014
C -0.326 -3.084 -0.176
C -3.513 3.345 -1.132
C -3.556 1.710 -3.068
C -2.731 0.760 -3.543
C -0.048 0.011 -4.375
C 1.147 -0.586 -4.728
C -3.120 -0.760 -0.064
C 1.578 -0.867 -2.408
C 4.783 -0.023 1.144
C -0.053 3.119 3.132
C 1.932 -2.443 0.529
C 4.087 1.173 1.000
C -1.731 -2.585 -0.303
C -2.785 -3.435 -0.544
C -1.779 1.666 -1.739
C 1.980 -1.032 -3.715
C 2.733 1.128 0.744
C -4.070 -2.902 -0.548
C 0.611 0.726 3.379
C -0.383 0.109 -3.035
C -4.236 -1.550 -0.294
C 2.743 -1.197 0.745
C 2.406 0.145 4.964
H 1.931 -3.082 1.419
H -0.741 2.763 2.370
H -0.703 0.427 -5.127
H 1.127 -1.137 3.834
H 2.348 -3.061 -0.273
H 4.588 2.128 1.076
H 2.229 -1.186 -1.613
H -4.442 3.672 -1.589
H -2.836 0.092 -4.379
H 0.592 3.891 2.716
H -2.818 4.181 -1.096
H -3.707 2.982 -0.125
H -2.593 -4.488 -0.703
H 1.430 -0.676 -5.768
H -4.519 2.042 -3.419
H 1.958 0.602 5.847
H 5.847 -0.019 1.343
H 4.613 -2.170 1.105
H -3.207 0.295 0.162
H -5.221 -1.105 -0.256
H 2.150 2.031 0.618
H 1.474 2.261 4.301
H -0.624 3.537 3.960
H 2.934 -1.494 -3.927
H -4.927 -3.539 -0.725
H 2.893 -0.778 5.262
H 3.163 0.807 4.540
*
```

Summary:
HOMO (spin up / spin down) ... -17.1 / -17.2 eV
Orbital gap (spin up / spin down) ... 6.536 / 6.923 eV
Lowest unoccupied orbital energy (spin up / spin down) ... -10.5557 / -10.2683 eV
E_tot ... -63142.43339 eV


Record 4
A molecular structure, C24H27N9OS3Tl at a distorted geometry. Source: the OMol25 dataset; level of theory: the ωB97M-V functional and the def2-TZVPD basis.

ORCA input file:
```
! RIJCOSX wB97M-V def2-TZVPD def2/J DEFGRID3
* xyz 1 1
Tl -0.604 -0.136 1.053
S 1.434 0.636 2.227
S -3.974 3.033 0.482
S -1.799 2.004 2.239
O 0.170 6.217 -1.489
N -2.896 -0.505 1.271
N 0.897 5.407 0.490
N -0.729 1.618 -0.729
N 3.946 0.584 1.587
N -3.747 0.529 1.041
N 2.654 -0.438 0.020
N 1.405 -0.810 -0.339
N -0.928 -2.337 1.781
N -1.075 -1.522 -1.212
C -2.228 -2.704 1.915
C -2.464 -2.912 -2.596
C 0.045 -3.271 1.963
C 1.353 -1.482 -1.411
C -1.473 1.592 -1.859
C -0.266 -4.570 2.219
C 5.207 0.302 0.920
C 2.584 -1.726 -2.237
C -3.288 4.519 1.110
C 0.287 5.294 -0.723
C 5.904 -0.907 1.578
C -1.337 -3.392 -3.240
C 0.028 -2.000 -1.827
C -2.275 -1.895 -1.624
C -3.192 1.704 1.289
C -0.210 2.807 -0.359
C -1.650 2.710 -2.665
C -1.044 3.893 -2.277
C -0.080 -2.943 -2.844
C 2.733 0.188 1.173
C -0.325 3.966 -1.111
C -1.615 -4.960 2.293
C -2.623 -4.024 2.148
C -3.256 -1.650 1.681
H -3.457 -3.264 -2.918
H -1.124 4.801 -2.887
H 0.314 2.783 0.612
H -3.416 4.615 2.199
H 5.006 0.193 -0.166
H 1.342 6.276 0.709
H -1.358 -4.147 -3.994
H 1.065 -2.861 1.778
H -1.934 0.643 -2.115
H -3.085 -1.441 -1.075
H 1.020 4.628 1.118
H 0.764 -3.351 -3.385
H 5.873 1.166 0.961
H 3.423 -2.093 -1.655
H 5.974 -0.743 2.655
H -2.263 2.620 -3.534
H -4.301 -1.883 1.930
H -3.778 5.321 0.553
H -2.203 4.640 0.873
H 2.860 -0.782 -2.726
H -1.782 -5.997 2.506
H 5.322 -1.823 1.396
H 2.395 -2.451 -3.035
H 0.509 -5.307 2.328
H 3.976 1.021 2.525
H -3.653 -4.305 2.241
H 6.943 -1.076 1.169
*
```

Summary:
HOMO ... -10.8 eV
Orbital gap ... 7.211 eV
Lowest unoccupied orbital energy ... -3.6024 eV
E_tot ... -77978.12503 eV


Record 5
C24H27NO2 in the gas phase. Source: the OMol25 dataset; level of theory: the ωB97M-V functional and the def2-TZVPD basis.

ORCA input file:
```
! RIJCOSX wB97M-V def2-TZVPD def2/J DEFGRID3
* xyz 0 1
O 1.238 -0.337 -3.917
O 4.107 1.255 -2.276
N 0.395 1.542 -1.812
C 0.379 1.686 5.577
C 0.663 0.060 3.837
C -4.830 0.013 1.264
C -0.549 0.238 1.634
C -4.109 -1.001 1.871
C -2.781 1.197 0.845
C -0.519 2.372 4.777
C 1.131 -1.608 -3.423
C 1.792 1.908 -1.885
C -2.048 0.184 1.449
C 0.034 0.547 -0.813
C -0.162 -2.131 -3.404
C 0.661 -4.186 -2.482
C -0.236 0.741 3.028
C -0.392 -3.408 -2.937
C 1.944 -3.671 -2.504
C 0.970 0.528 5.103
C 2.188 -2.389 -2.969
C 0.200 1.095 0.605
C -2.733 -0.913 1.961
C -4.160 1.109 0.751
C 2.772 0.814 -2.364
C 2.457 0.358 -3.805
C -0.824 1.903 3.512
H 1.256 1.103 0.883
H -0.971 -1.513 -3.762
H 1.129 -0.846 3.474
H 3.297 -0.237 -4.187
H 0.088 1.221 -2.725
H 1.671 -0.014 5.721
H 0.615 2.051 6.565
H -5.905 -0.052 1.190
H -1.399 -3.798 -2.925
H 4.192 2.088 -2.756
H 2.338 1.236 -4.450
H -4.714 1.906 0.274
H 1.866 2.760 -2.574
H 3.201 -2.017 -2.971
H -2.285 2.061 0.431
H 0.482 -5.184 -2.113
H -0.166 -0.786 1.549
H 2.773 -4.268 -2.154
H -1.532 2.439 2.898
H -0.986 3.276 5.141
H -2.176 -1.707 2.440
H 2.118 2.247 -0.899
H 0.599 -0.395 -0.908
H 2.714 -0.049 -1.693
H -1.019 0.310 -0.981
H -0.153 2.126 0.633
H -4.621 -1.862 2.276
*
```

Summary:
HOMO ... -8.4 eV
Orbital gap ... 9.147 eV
Lowest unoccupied orbital energy ... 0.7275 eV
E_tot ... -30911.06340 eV
Structure (SMILES) ... O[C@@H](CNCCC(c1ccccc1)c1ccccc1)COc1ccccc1


Record 6
A molecular structure, C24H28B2CdN4O16 at a distorted geometry. Source: the OMol25 dataset; level of theory: the ωB97M-V functional and the def2-TZVPD basis.

ORCA input file:
```
! RIJCOSX wB97M-V def2-TZVPD def2/J DEFGRID3
* xyz 0 1
Cd -0.411 -0.375 0.435
O 3.712 2.567 -2.276
O 4.177 0.126 -2.590
O 1.239 5.563 -1.701
O 2.889 -1.746 -3.028
O -2.615 3.414 -0.846
O 2.926 0.807 -0.772
O 2.673 7.024 -2.582
O 0.621 4.456 -3.762
O 0.795 3.105 -1.731
O -0.452 1.341 -0.868
O 4.820 4.545 -2.422
O 5.250 1.529 -0.848
O 1.223 -0.763 -0.901
O -0.933 4.669 -1.920
O 1.961 5.538 -5.262
O 6.704 3.229 -0.736
N -0.125 -2.486 1.223
N -1.774 -1.068 -1.111
N -1.922 0.810 1.614
N 1.044 0.063 2.123
C 1.875 6.096 -2.725
C -3.421 -1.173 -3.273
C -3.249 1.679 3.693
C 4.542 0.330 2.240
C 5.684 2.695 -1.157
C -4.896 -1.734 -3.002
C -0.574 -5.016 1.345
C -2.522 -1.150 -2.027
C -0.337 2.488 -1.356
C -0.839 -5.641 -0.064
C 2.312 -0.232 -1.204
C -4.942 -3.103 -2.384
C -4.363 0.840 4.174
C -2.388 -5.841 -0.290
C -2.530 1.183 2.502
C -0.347 -3.615 1.288
C 3.195 -0.702 -2.361
C 5.960 0.562 2.815
C 1.559 5.327 -4.134
C 3.402 0.672 3.190
C -4.075 -0.732 4.373
C 2.066 0.349 2.608
C -1.504 3.536 -1.339
C 4.622 3.449 -1.995
B 4.016 1.257 -1.642
B 0.433 4.419 -2.289
H -5.424 -1.850 -3.948
H -2.594 -5.882 -1.359
H 6.188 1.628 2.853
H 4.413 0.580 1.187
H -2.925 -4.975 0.098
H -3.948 -3.544 -2.319
H -1.401 -5.175 2.037
H -4.835 1.252 5.066
H -3.039 -1.744 -4.119
H 0.301 -5.490 1.791
H -5.515 -3.806 -2.989
H -3.344 -0.178 -3.712
H -2.753 -6.767 0.155
H -0.280 -5.225 -0.902
H 3.512 1.723 3.454
H 4.451 -0.755 2.200
H 5.910 0.190 3.838
H -3.090 -0.783 4.837
H 6.775 0.127 2.237
H -4.771 -0.932 5.187
H -5.060 0.966 3.346
H -2.637 1.493 4.576
H -4.253 -1.351 3.494
H 3.552 0.164 4.143
H -0.332 -6.605 -0.013
H -3.677 2.674 3.570
H -5.238 -2.991 -1.341
H -5.469 -1.035 -2.394
*
```

Summary:
HOMO ... -8.3 eV
Orbital gap ... 7.660 eV
Lowest unoccupied orbital energy ... -0.6304 eV
E_tot ... -69986.74105 eV


Record 7
A molecular structure, C24H28BaCl5N2P2. Source: the OMol25 dataset; level of theory: the ωB97M-V functional and the def2-TZVPD basis.

ORCA input file:
```
! RIJCOSX wB97M-V def2-TZVPD def2/J DEFGRID3
* xyz 1 1
Ba 0.333 -0.207 0.526
Cl 3.844 -0.305 -0.696
Cl 6.427 -0.047 4.097
Cl 6.563 -0.200 0.975
Cl 3.648 0.003 5.544
Cl 0.973 -0.108 3.793
P -3.022 0.348 -0.212
P -0.547 2.760 -0.261
N -4.167 1.974 -2.038
N -2.132 3.869 -2.127
C 0.262 4.267 1.875
C 2.615 -0.144 3.035
C -4.450 5.242 -4.563
C 5.050 -0.179 1.779
C -1.955 4.922 0.916
C -3.337 5.110 -3.789
C -4.263 3.043 -2.863
C -1.720 2.808 2.233
C -3.034 -2.354 -0.559
C -5.410 3.205 -3.680
C -1.035 3.749 1.243
C -5.494 4.283 -4.508
C 3.853 -0.230 1.081
C -3.282 -1.084 -1.381
C -3.093 1.847 -1.300
C -4.618 0.535 0.650
C -3.225 4.000 -2.916
C 3.744 -0.089 3.837
C -2.223 -0.995 -2.482
C 4.981 -0.110 3.179
C -2.058 2.830 -1.334
C 2.617 -0.216 1.674
C -4.672 -1.174 -2.012
C 0.576 3.851 -1.192
H -6.191 2.459 -3.620
H -4.869 -0.378 1.190
H -2.101 5.522 1.817
H -3.129 -3.233 -1.198
H 0.728 5.045 1.272
H 0.177 4.858 -1.294
H 0.714 3.440 -2.192
H -5.448 -1.286 -1.254
H -2.619 2.349 1.821
H -6.364 4.416 -5.136
H -4.716 -2.055 -2.656
H -1.541 5.570 0.144
H -3.749 -2.462 0.259
H 1.547 3.881 -0.697
H -2.937 4.586 0.580
H -1.049 2.015 2.577
H -2.333 -0.101 -3.096
H -2.527 5.826 -3.811
H -1.200 -1.005 -2.082
H -4.550 1.346 1.375
H -5.409 0.764 -0.062
H -2.018 3.371 3.121
H -2.298 -1.864 -3.139
H -2.027 -2.378 -0.122
H -4.548 6.087 -5.230
H 0.034 4.694 2.853
H -4.905 -0.296 -2.608
H 0.995 3.469 2.031
*
```

Summary:
HOMO ... -11.2 eV
Orbital gap ... 7.823 eV
Lowest unoccupied orbital energy ... -3.4024 eV
E_tot ... -110201.82549 eV